Entry 1:
Entry from OMol25: a single C6H9N molecule (the ωB97M-V functional and the def2-TZVPD basis).

Output
HOMO energy = -6.10 eV
Energy relative to the best compared isomer or geometry (same formula, charge and spin) = 401.25 kJ/mol
LUMO level = 0.9 eV
E_tot = -288.62921 a.u.

```
16
Properties=species:S:1:pos:R:3:lowdin_charge:R:1
C 2.632 -0.407 0.348 -0.030
C 1.260 -0.043 0.240 -0.491
C 0.104 -0.839 -0.115 -0.016
C -1.059 0.007 -0.071 -0.299
C -2.475 -0.420 -0.322 -0.060
C -0.626 1.255 0.247 -0.077
N 0.759 1.247 0.392 0.062
H 3.400 0.342 0.214 0.026
H 2.903 -1.455 0.333 0.032
H 1.400 -0.346 -0.925 0.239
H 0.145 -1.896 -0.348 0.122
H -3.170 0.403 -0.129 0.074
H -2.759 -1.252 0.333 0.077
H -2.627 -0.752 -1.355 0.077
H -1.186 2.177 0.338 0.116
H 1.299 1.979 0.820 0.149
```

---

Entry 2:
Entry from OMol25: a 3-piece molecular cluster, C5H16NO2 overall (the ωB97M-V functional and the def2-TZVPD basis).

Output
2S+1 = 2
HOMO energy (spin up / spin down) = -5.57 / -9.24 eV
Energy relative to the best compared isomer or geometry (same formula, charge and spin) = 0.00 kJ/mol
LUMO level (spin up / spin down) = 0.4 / 0.3 eV
E_tot = -405.25378 a.u.

```
24
Properties=species:S:1:pos:R:3:lowdin_spin:R:1
C 2.131 1.687 -0.585 0.001
C 1.542 0.807 0.516 0.001
C 1.520 -0.672 0.163 0.007
C 0.427 -1.124 -0.799 0.025
C -0.978 -2.983 -0.050 0.569
N -0.756 -1.639 -0.161 0.275
H 2.753 2.471 -0.176 0.000
H 2.808 1.112 -1.234 0.000
H 1.398 2.217 -1.181 0.000
H 2.137 0.891 1.426 0.000
H 0.567 1.195 0.808 0.001
H 2.506 -0.935 -0.228 0.001
H 1.448 -1.298 1.063 0.000
H 0.156 -0.330 -1.501 0.006
H 0.796 -1.886 -1.475 0.004
H -1.967 -3.333 0.165 0.047
H -0.196 -3.712 0.055 0.057
H -1.405 -0.930 0.141 0.005
H -2.599 1.560 -1.117 0.000
H -1.096 1.534 -0.669 0.000
O -1.782 1.059 -1.146 0.001
H -3.519 1.990 1.595 0.000
H -3.003 1.049 2.662 0.000
O -2.888 1.269 1.727 0.000
```

---

Entry 3:
Entry from OMol25: a 2-piece molecular cluster, ClF2OS overall in a non-equilibrium geometry (the ωB97M-V functional and the def2-TZVPD basis).

Output
Net charge = +1
HOMO energy = -18.87 eV
Energy relative to the best compared isomer or geometry (same formula, charge and spin) = 597.61 kJ/mol
LUMO level = -12.8 eV
E_tot = -1132.73267 a.u.

```
5
Properties=species:S:1:pos:R:3:lowdin_charge:R:1
O -1.038 -0.857 0.802 -0.196
F 0.447 0.071 -2.401 -0.080
F 1.277 -0.138 0.998 -0.175
S -0.179 0.124 0.277 0.848
Cl -0.669 2.024 0.850 0.603
```

---

Entry 4:
Entry from OMol25: C16H19BIrN6Te as an isolated structure in a non-equilibrium geometry (the ωB97M-V functional and the def2-TZVPD basis).

Output
Net charge = +2
2S+1 = 6
HOMO energy (spin up / spin down) = -11.01 / -14.73 eV
Energy relative to the best compared isomer or geometry (same formula, charge and spin) = 292.49 kJ/mol
LUMO level (spin up / spin down) = -6.9 / -11.1 eV
E_tot = -1346.01888 a.u.

```
44
Properties=species:S:1:pos:R:3:lowdin_spin:R:1
H -0.352 -2.230 -0.514 0.006
N -0.137 -0.195 -1.092 0.109
B -0.140 2.036 -2.302 0.000
N -0.353 0.497 -2.260 0.015
C -0.700 -0.374 -3.219 0.025
Ir 0.516 0.741 0.629 1.812
H -0.839 -0.016 -4.240 0.002
C -0.789 -1.637 -2.666 0.010
H -1.073 -2.552 -3.152 0.001
C -0.414 -1.504 -1.318 0.024
H -0.401 2.489 -3.388 0.000
C 1.565 0.911 2.259 0.261
H 2.447 0.324 2.595 0.026
H 0.881 0.880 3.124 0.054
H 2.010 1.901 2.034 0.041
N 1.267 2.299 -1.777 0.015
N -1.081 2.574 -1.197 0.000
N 1.704 1.789 -0.575 0.165
N -0.953 2.172 0.115 0.067
C 2.275 2.933 -2.390 0.064
C -2.127 3.412 -1.306 0.008
H 2.066 3.356 -3.361 0.004
H -2.356 3.871 -2.258 0.001
C 3.401 2.845 -1.588 0.028
C -2.743 3.509 -0.067 0.006
C 3.019 2.119 -0.460 0.033
C -1.975 2.729 0.823 0.020
H 4.373 3.242 -1.819 0.001
H -3.630 4.057 0.167 0.001
H 3.612 1.811 0.384 0.001
H -2.128 2.502 1.870 0.000
H 1.765 -0.190 1.056 0.014
Te -1.188 -0.480 2.177 0.916
C -0.795 -2.553 2.148 0.138
C 0.428 -3.161 1.808 0.336
C 0.489 -4.564 1.761 0.138
C -0.619 -5.338 2.105 0.081
C -1.811 -4.722 2.507 0.314
C -1.901 -3.329 2.556 0.222
H 1.297 -2.535 1.603 0.013
H 1.420 -5.044 1.460 0.002
H -0.557 -6.428 2.073 0.000
H -2.669 -5.324 2.791 0.011
H -2.803 -2.825 2.905 0.015
```

---

Entry 5:
Entry from OMol25: C46H39ClN5O2P2Ti as an isolated structure (the ωB97M-V functional and the def2-TZVPD basis).

Output
Net charge = +1
HOMO energy (spin up / spin down) = -9.06 / -9.06 eV
Energy relative to the best compared isomer or geometry (same formula, charge and spin) = 119.46 kJ/mol
LUMO level (spin up / spin down) = -2.0 / -2.0 eV
E_tot = -4192.91134 a.u.

```
96
Properties=species:S:1:pos:R:3:lowdin_charge:R:1
Ti 1.543 0.687 1.146 0.966
N -0.672 4.492 0.247 0.128
C 0.179 3.456 0.148 -0.145
N 0.480 2.666 1.116 0.034
C -0.052 2.899 2.408 -0.301
N 0.356 2.225 3.409 0.108
N 1.345 1.264 3.101 -0.112
C 2.487 1.809 2.590 -0.278
C 3.727 1.049 2.358 -0.310
C 4.605 0.461 3.262 0.006
C 5.707 -0.198 2.759 -0.034
C 5.888 -0.281 1.378 -0.041
C 4.937 0.270 0.547 -0.116
N 3.861 0.911 1.023 0.042
C -1.088 3.935 2.539 -0.088
C -1.787 4.146 3.727 0.000
C -2.749 5.134 3.801 -0.060
C -3.025 5.926 2.688 -0.064
C -2.345 5.730 1.502 -0.023
C -1.379 4.733 1.435 -0.193
H -0.835 5.076 -0.556 0.156
H 0.632 3.286 -0.822 0.132
H 2.562 2.869 2.360 0.130
H 4.422 0.550 4.324 0.129
H 6.431 -0.641 3.430 0.116
H 6.746 -0.785 0.958 0.110
H 5.014 0.183 -0.529 0.100
H -1.549 3.521 4.577 0.119
H -3.287 5.296 4.724 0.110
H -3.777 6.702 2.749 0.112
H -2.553 6.346 0.635 0.116
O 1.303 0.773 -0.971 -0.390
P 0.790 -0.303 -1.899 0.801
C -0.396 -1.431 -1.106 -0.270
P -1.413 -0.627 0.157 0.791
O -0.571 0.220 1.073 -0.381
C -2.593 0.427 -0.702 -0.264
C -3.316 -0.023 -1.806 -0.072
C -4.212 0.823 -2.437 -0.066
C -4.400 2.115 -1.960 -0.066
C -3.697 2.559 -0.850 -0.060
C -2.790 1.716 -0.221 -0.065
C -2.351 -1.892 0.995 -0.277
C -2.747 -1.624 2.304 -0.088
C -3.539 -2.541 2.974 -0.061
C -3.940 -3.710 2.340 -0.062
C -3.546 -3.974 1.035 -0.070
C -2.747 -3.066 0.361 -0.079
C -0.047 0.416 -3.315 -0.267
C -0.677 1.650 -3.181 -0.077
C -1.386 2.187 -4.243 -0.065
C -1.466 1.491 -5.442 -0.059
C -0.838 0.261 -5.580 -0.059
C -0.126 -0.278 -4.519 -0.061
C 2.137 -1.317 -2.508 -0.282
C 3.358 -0.674 -2.705 -0.072
C 4.438 -1.385 -3.203 -0.062
C 4.300 -2.733 -3.506 -0.054
C 3.084 -3.374 -3.317 -0.059
C 2.001 -2.667 -2.818 -0.095
H 0.164 -2.222 -0.596 0.052
H -1.010 -1.897 -1.882 0.079
H -3.189 -1.034 -2.178 0.110
H -4.769 0.475 -3.296 0.113
H -5.108 2.771 -2.450 0.111
H -3.864 3.557 -0.462 0.104
H -2.242 2.046 0.653 0.096
H -2.411 -0.719 2.794 0.105
H -3.838 -2.347 3.995 0.115
H -4.560 -4.423 2.867 0.112
H -3.850 -4.891 0.548 0.112
H -2.423 -3.288 -0.649 0.104
H -0.628 2.181 -2.239 0.083
H -1.879 3.144 -4.135 0.111
H -2.018 1.910 -6.273 0.112
H -0.893 -0.275 -6.518 0.112
H 0.378 -1.229 -4.640 0.107
H 3.454 0.378 -2.462 0.111
H 5.387 -0.888 -3.358 0.113
H 5.145 -3.289 -3.892 0.113
H 2.982 -4.426 -3.551 0.114
H 1.058 -3.175 -2.655 0.109
Cl 0.221 -1.898 3.854 0.746
C 0.461 -3.004 2.537 -0.598
C -0.250 -4.195 2.541 -0.117
C -0.070 -5.117 1.524 -0.096
C 0.856 -4.846 0.524 -0.089
C 1.572 -3.661 0.546 -0.087
C 1.387 -2.680 1.536 -0.340
C 2.154 -1.428 1.509 -0.188
H -0.942 -4.393 3.348 0.106
H -0.625 -6.046 1.530 0.105
H 1.042 -5.574 -0.257 0.102
H 2.329 -3.475 -0.209 0.101
H 3.044 -1.587 0.886 0.054
H 2.499 -1.191 2.523 0.041
```

---

Entry 6:
Entry from OMol25: C4H6BCl2N2O2 as an isolated structure in a non-equilibrium geometry (the ωB97M-V functional and the def2-TZVPD basis).

Output
Net charge = +1
HOMO energy = -13.74 eV
Energy relative to the best compared isomer or geometry (same formula, charge and spin) = 0.00 kJ/mol
LUMO level = -5.6 eV
E_tot = -1361.04293 a.u.

```
17
Properties=species:S:1:pos:R:3:lowdin_charge:R:1
B -0.450 1.886 0.660 -0.568
C -0.883 -2.124 -0.083 -0.073
C 0.885 -1.524 -1.335 -0.641
C 0.696 0.007 -1.111 -0.127
C 0.248 0.019 0.383 -0.672
N -0.052 -2.390 -1.032 0.120
N -0.697 -1.036 0.718 0.052
O -1.582 2.200 1.233 0.252
O 0.588 2.651 0.304 0.181
Cl 2.347 -2.050 -1.991 0.866
Cl 1.582 -0.022 1.537 0.746
H -1.785 -2.634 -0.111 0.136
H 1.600 0.582 -1.463 0.151
H -0.100 0.335 -1.669 0.099
H -0.991 -0.953 1.704 0.166
H -1.967 1.436 1.709 0.140
H 0.561 3.616 0.546 0.171
```